## P
ORCA calculation (ωB97M-V/def2-TZVPD) on a single C3H5FN2 molecule.

Structure (SMILES): C=C(F)/C=N\N
LUMO in eV: 0.83
Orbital gap in eV: 9.52

ORCA input file:
```
! RIJCOSX wB97M-V def2-TZVPD def2/J DEFGRID3
* xyz 0 1
C 0.338 1.131 -1.678
C 0.112 0.256 -0.725
F -0.270 -0.990 -1.102
C 0.168 0.564 0.720
N -0.110 -0.213 1.689
N -0.590 -1.485 1.476
H 0.424 2.169 -1.428
H 0.312 0.970 -2.735
H 0.412 1.545 1.109
H -0.540 -1.835 0.495
H -0.256 -2.110 2.179
*
```

## Q
ORCA calculation (ωB97M-V/def2-TZVPD) on a single C3H5FN2 molecule.

LUMO (spin up / spin down) in eV: 0.64 / 0.64
Orbital gap (spin up / spin down) in eV: 9.95 / 9.95

ORCA input file:
```
! RIJCOSX wB97M-V def2-TZVPD def2/J DEFGRID3
* xyz 0 1
C 0.833 -0.829 -0.129
C -0.171 -1.469 0.377
C 0.746 0.667 -0.220
N -0.471 1.027 0.506
N -1.426 0.170 0.645
F -2.192 -0.026 -0.724
H 1.741 -1.275 -0.512
H -0.626 -2.373 0.687
H 1.606 1.142 0.262
H 0.712 0.969 -1.274
H -0.752 1.998 0.382
*
```

## R
ORCA calculation (ωB97M-V/def2-TZVPD) on a molecular structure, C3H5FN2.

LUMO in eV: 0.60
Orbital gap in eV: 9.66

ORCA input file:
```
! RIJCOSX wB97M-V def2-TZVPD def2/J DEFGRID3
* xyz 0 1
C 0.277 0.224 -1.168
C -0.838 -0.456 -0.867
C 1.022 0.330 0.159
N 0.194 -0.513 1.072
N -0.888 -0.744 0.543
F -1.949 0.479 1.001
H 0.848 0.429 -2.053
H -1.679 -0.697 -1.365
H 1.987 -0.172 0.230
H 1.013 1.330 0.397
H 0.013 -0.209 2.051
*
```

Most stable of them? P.